Entry 1:
{
  "formula": "C5H11O2",
  "method": "ωB97M-V/def2-TZVPD",
  "species": ["C", "C", "H", "H", "H", "H", "H", "H", "C", "C", "C", "O", "O", "H", "H", "H", "H", "H"],
  "positions_angstrom": [[-2.29663, -1.30995, 0.85586], [-1.52175, -0.80112, 2.02861], [-2.71915, -0.42970, 0.33266], [-1.60654, -1.78968, 0.10888], [-2.93545, -2.15181, 1.05305], [-1.28215, 0.25028, 1.98201], [-2.01519, -0.98351, 3.01280], [-0.55418, -1.31988, 2.12964], [1.12133, 0.43488, -1.64472], [-0.26768, 0.91233, -2.03130], [1.28696, 0.39634, -0.11653], [0.36319, -0.34057, 0.36449], [2.18014, 0.97744, 0.50703], [1.17052, -0.68458, -1.97889], [1.98515, 0.93303, -2.17828], [-0.43289, 0.82091, -3.14246], [-0.43231, 1.93323, -1.71194], [-1.00049, 0.24076, -1.54749]],
  "forces_ev_per_a": [[1.2, 0.0, -1.9], [0.6, -0.9, 2.3], [-0.5, -0.9, 0.1], [-0.2, 0.9, 0.6], [-1.1, 0.1, 0.4], [0.0, 0.1, -0.2], [-0.3, 0.2, -0.5], [-0.4, 0.4, -0.2], [1.4, -1.6, -1.3], [-0.3, -0.7, -1.1], [-1.6, -1.4, 0.4], [1.2, 0.6, -0.2], [0.6, 0.5, -0.3], [0.1, 1.8, 0.6], [-1.0, -0.1, 0.5], [0.1, 0.3, 0.9], [-0.2, 0.3, 0.0], [0.3, 0.5, -0.1]],
  "lowdin_charge": [-0.203, -0.231, 0.065, 0.066, 0.037, 0.054, 0.054, 0.058, -0.223, -0.146, -0.734, -0.132, -0.062, 0.121, 0.097, 0.065, 0.060, 0.055],
  "total_charge": -1,
  "largest_force_ev_per_a": 2.55,
  "e_tot_ha": -347.61976,
  "orbital_gap_ev": 7.985,
  "relative_energy_kcal_mol": 18.8,
  "lumo_energy_ev": 4.1,
  "homo_ev": -3.87
}

=====

Entry 2:
{
  "formula": "C5H11O2",
  "method": "ωB97M-V/def2-TZVPD",
  "species": ["C", "C", "C", "H", "H", "H", "H", "H", "H", "H", "H", "C", "C", "O", "O", "H", "H", "H"],
  "positions_angstrom": [[-1.35793, 0.34216, -0.54390], [-0.60254, -0.82729, -1.18577], [-2.50749, -0.27050, 0.21104], [-0.61736, 0.88782, 0.21829], [-1.57590, 1.03004, -1.30173], [-0.90747, -1.17362, -2.14580], [-0.51370, -1.76131, -0.61402], [-3.13699, -0.51749, -0.59959], [-2.40854, -1.30559, 0.61191], [0.39137, -0.53864, -1.46049], [-2.90769, 0.35957, 1.10330], [2.34744, 1.15620, 0.60232], [2.36586, -0.30827, 1.05204], [3.41295, -0.83235, 0.79380], [1.44070, -0.74230, 1.68758], [2.00063, 1.83732, 1.53483], [1.44443, 1.25885, 0.04286], [3.13223, 1.40537, -0.00667]],
  "forces_ev_per_a": [[3.5, -1.3, 3.3], [1.1, -0.3, 0.0], [-0.8, 0.4, 1.9], [-1.5, -1.2, -1.7], [-1.0, 1.2, -0.9], [-1.4, 0.0, -1.0], [0.0, 0.7, 0.4], [-2.2, 0.3, -0.5], [1.1, 0.9, 0.1], [1.0, 0.3, 0.4], [0.1, -0.9, -2.0], [-4.0, 0.9, 3.3], [0.6, 2.9, 0.0], [4.0, -2.7, -1.3], [-3.5, -1.1, 1.7], [1.6, -1.2, -1.9], [-0.8, 0.2, -1.0], [2.2, 1.0, -0.9]],
  "lowdin_charge": [-0.310, -0.139, -0.157, 0.126, 0.069, 0.044, 0.081, 0.039, 0.074, 0.054, 0.097, -0.056, -0.933, -0.059, -0.060, 0.114, 0.001, 0.015],
  "total_charge": -1,
  "largest_force_ev_per_a": 5.31,
  "e_tot_ha": -347.58376,
  "orbital_gap_ev": 7.453,
  "relative_energy_kcal_mol": 41.4,
  "lumo_energy_ev": 3.8,
  "homo_ev": -3.64
}

=====

Entry 3:
{
  "formula": "C5H11O2",
  "method": "ωB97M-V/def2-TZVPD",
  "species": ["C", "C", "H", "H", "H", "H", "H", "H", "C", "C", "C", "O", "O", "H", "H", "H", "H", "H"],
  "positions_angstrom": [[-1.33611, -0.52947, -2.95420], [0.15553, -0.65697, -2.59371], [-1.96077, -0.07152, -2.06169], [-1.54814, 0.04936, -3.81903], [-1.79580, -1.49221, -2.94399], [0.68320, 0.32104, -2.63405], [0.71021, -1.12382, -3.42314], [0.27643, -1.15047, -1.60568], [1.00564, 0.62636, 2.03452], [-0.17690, 1.34973, 2.80089], [0.77710, -0.87744, 1.62346], [0.04908, -1.09450, 0.62142], [1.44610, -1.77443, 2.10648], [1.21320, 1.19618, 1.09545], [2.01084, 0.67109, 2.76871], [-0.28639, 0.84814, 3.75127], [-1.14179, 1.28680, 2.14217], [-0.08142, 2.42214, 3.09111]],
  "forces_ev_per_a": [[-0.5, 0.8, 3.4], [0.2, 0.7, -0.6], [1.5, -0.3, -1.6], [-0.2, 0.3, -0.9], [-0.2, -0.9, -0.7], [-0.6, -0.2, 0.7], [-0.3, -0.7, 0.3], [0.2, 0.4, -0.7], [1.7, 1.1, 1.9], [-0.8, -0.4, -1.6], [-0.3, 0.3, -2.1], [-1.2, 1.3, -0.2], [1.5, -0.7, 2.4], [0.0, -0.5, 0.7], [-2.5, -0.1, -2.0], [-0.5, -0.4, 0.2], [1.6, -0.1, 1.4], [0.5, -0.6, -0.6]],
  "lowdin_charge": [-0.188, -0.179, 0.099, 0.027, 0.033, 0.058, 0.047, 0.047, -0.194, -0.156, -0.794, -0.117, -0.072, 0.083, 0.135, 0.038, 0.090, 0.043],
  "total_charge": -1,
  "largest_force_ev_per_a": 3.57,
  "e_tot_ha": -347.60557,
  "orbital_gap_ev": 7.594,
  "relative_energy_kcal_mol": 27.7,
  "lumo_energy_ev": 3.9,
  "homo_ev": -3.66
}

=====

Entry 4:
{
  "formula": "C5H11O2",
  "method": "ωB97M-V/def2-TZVPD",
  "species": ["C", "C", "O", "O", "H", "H", "H", "C", "C", "C", "H", "H", "H", "H", "H", "H", "H", "H"],
  "positions_angstrom": [[-0.85968, -0.92247, 1.98122], [-1.75789, -2.20583, 1.93120], [-2.96409, -1.84721, 1.89225], [-1.19709, -3.30799, 1.78440], [-1.32960, -0.39887, 1.14773], [0.15014, -0.88564, 1.55683], [-0.86888, -0.40509, 2.94643], [0.50983, 1.10192, -0.72743], [1.50642, 2.02137, -1.41091], [0.33230, -0.25488, -1.37501], [-0.46881, 1.61489, -0.59274], [0.69951, 0.88803, 0.31332], [1.05618, 3.00082, -1.56544], [2.44172, 2.14923, -0.84925], [-0.03724, -0.34562, -2.41134], [1.76000, 1.51100, -2.34154], [-0.24489, -0.91479, -0.73930], [1.27207, -0.79888, -1.54039]],
  "forces_ev_per_a": [[0.2, 0.4, -1.0], [0.4, 0.8, -0.6], [0.2, -1.0, 0.4], [-0.4, -0.2, 0.3], [-0.6, 1.0, 0.7], [0.5, -1.1, 0.7], [-0.3, 0.1, -0.4], [-1.4, 0.1, 0.5], [0.2, -0.4, 0.2], [0.4, -1.1, -0.9], [0.3, -0.3, -0.6], [0.7, 0.1, 0.4], [0.3, 0.0, -0.3], [-0.2, 0.0, -0.1], [-0.6, 0.8, 0.4], [0.1, 0.6, -0.3], [-0.3, -0.1, 0.0], [0.4, 0.3, 0.6]],
  "lowdin_charge": [-0.077, -0.797, -0.124, -0.100, 0.037, 0.033, 0.055, -0.333, -0.123, -0.136, 0.110, 0.074, 0.059, 0.066, 0.072, 0.060, 0.053, 0.072],
  "total_charge": -1,
  "largest_force_ev_per_a": 1.47,
  "e_tot_ha": -347.61421,
  "orbital_gap_ev": 7.252,
  "relative_energy_kcal_mol": 22.2,
  "lumo_energy_ev": 3.4,
  "homo_ev": -3.84
}

=====

Entry 5:
{
  "formula": "C5H11O2",
  "method": "ωB97M-V/def2-TZVPD",
  "species": ["C", "C", "C", "H", "H", "H", "H", "H", "H", "H", "H", "C", "C", "O", "O", "H", "H", "H"],
  "positions_angstrom": [[0.58284, 0.81185, -1.92266], [1.93425, 0.42534, -1.30728], [-0.62653, 0.28388, -1.12337], [0.46918, 1.88562, -2.06242], [0.55605, 0.37129, -2.91996], [2.68736, 1.10073, -1.72573], [-0.76411, -0.78342, -1.28276], [-0.58628, 0.54366, -0.07424], [2.14796, -0.62927, -1.48256], [1.97258, 0.54270, -0.22211], [-1.50738, 0.69440, -1.63157], [-0.58110, -0.21455, 2.29619], [-1.47002, -1.48773, 2.12680], [-0.86725, -2.57308, 2.30131], [-2.67769, -1.28261, 1.86719], [-1.17023, 0.68070, 2.06488], [0.33127, -0.23305, 1.71898], [-0.43090, -0.13646, 3.37934]],
  "forces_ev_per_a": [[-0.2, -0.8, 0.6], [-0.2, 0.6, 0.0], [0.0, 0.2, -1.6], [0.2, 0.2, 0.2], [-0.1, 0.1, -0.2], [0.3, -0.5, 0.0], [0.3, -0.2, 0.5], [-0.2, 0.0, 0.0], [0.2, 0.1, -0.2], [-0.2, 0.2, 0.0], [-0.2, 0.2, 0.6], [-1.3, 0.3, 0.7], [0.2, 0.0, -0.3], [-0.1, 0.1, -0.1], [0.1, -0.1, 0.0], [0.1, -0.1, -0.3], [0.4, -0.2, 0.2], [0.6, -0.1, -0.1]],
  "lowdin_charge": [-0.321, -0.128, -0.104, 0.086, 0.087, 0.058, 0.079, 0.037, 0.069, 0.059, 0.068, -0.079, -0.808, -0.119, -0.115, 0.047, 0.031, 0.056],
  "total_charge": -1,
  "largest_force_ev_per_a": 1.62,
  "e_tot_ha": -347.63521,
  "orbital_gap_ev": 7.387,
  "relative_energy_kcal_mol": 9.1,
  "lumo_energy_ev": 3.6,
  "homo_ev": -3.84
}

=====

Entry 6:
{
  "formula": "C5H11O2",
  "method": "ωB97M-V/def2-TZVPD",
  "species": ["C", "O", "C", "H", "H", "H", "H", "H", "C", "C", "O", "C", "H", "H", "H", "H", "H", "H"],
  "positions_angstrom": [[-1.68819, 0.47726, 0.96836], [-1.39121, 0.42477, -0.35996], [-1.76122, 1.91899, 1.49111], [-0.89246, -0.02394, 1.56262], [-2.60612, -0.08413, 1.28208], [-1.86049, 1.96477, 2.58810], [-2.60862, 2.43106, 1.01047], [-0.89264, 2.50326, 1.18494], [1.86626, 0.16069, -0.13936], [1.75306, -0.97970, -0.81051], [2.83174, -1.83985, -0.92891], [0.51004, -1.34496, -1.56886], [0.94268, 0.73949, -0.09299], [2.78171, 0.46814, 0.35387], [2.56139, -2.65667, -1.33669], [-0.32653, -0.64082, -1.19825], [0.63747, -1.16294, -2.64220], [0.14314, -2.35543, -1.36381]],
  "forces_ev_per_a": [[0.9, -0.1, -0.4], [-0.6, 0.2, 0.2], [-0.6, 0.2, 0.0], [0.2, -0.1, 0.3], [-0.2, 0.3, -0.1], [-0.1, 0.1, -0.1], [0.0, -0.1, 0.2], [0.3, -0.2, 0.0], [-0.3, -0.1, 0.0], [-0.2, -0.1, -0.5], [0.6, 0.3, 0.4], [-0.8, 1.0, 0.5], [0.3, 0.1, 0.1], [-0.1, -0.1, 0.0], [-0.4, -0.2, -0.2], [0.7, -0.6, -0.2], [0.1, -0.3, 0.0], [0.3, -0.2, -0.1]],
  "lowdin_charge": [-0.566, -0.377, -0.155, 0.068, 0.072, 0.045, 0.049, 0.046, 0.037, -0.470, -0.017, -0.080, 0.047, 0.047, 0.068, 0.049, 0.070, 0.066],
  "total_charge": -1,
  "largest_force_ev_per_a": 1.36,
  "e_tot_ha": -347.54946,
  "orbital_gap_ev": 6.308,
  "relative_energy_kcal_mol": 62.9,
  "lumo_energy_ev": 3.6,
  "homo_ev": -2.67
}

=====

Entry 7:
{
  "formula": "C5H11O2",
  "method": "ωB97M-V/def2-TZVPD",
  "species": ["C", "O", "C", "C", "C", "C", "H", "H", "H", "H", "H", "H", "H", "H", "H", "H", "H", "O"],
  "positions_angstrom": [[-0.80011, 0.14465, -1.11782], [-2.04762, 0.53411, -0.80028], [0.32499, 1.10737, -0.59578], [1.65351, 0.34838, -0.49210], [1.88531, -0.34915, 0.81934], [3.04629, -0.28027, 1.47511], [-0.53345, -0.82804, -0.57548], [-0.66793, -0.12290, -2.18150], [0.05997, 1.43853, 0.40422], [0.38927, 1.85789, -1.38661], [1.73259, -0.36104, -1.32528], [2.57758, 0.93597, -0.63798], [1.01720, -0.77573, 1.31331], [3.87759, 0.34084, 1.17351], [3.09599, -0.80436, 2.42497], [-3.47248, -1.87939, 0.23774], [-2.84128, -0.49362, 0.20035], [-3.16481, -1.20478, 0.82858]],
  "forces_ev_per_a": [[-0.1, -1.0, 2.1], [-0.4, 0.3, -0.3], [0.2, -1.1, -1.2], [0.9, 0.0, -0.3], [0.2, 0.8, -0.1], [-0.9, -0.4, 0.5], [-0.1, 0.1, -0.4], [0.4, 0.4, -0.4], [-0.3, 0.6, -0.2], [0.1, 0.7, 0.6], [-0.3, -0.3, 0.1], [-0.4, 0.4, 0.0], [0.1, -0.5, -0.2], [0.1, -0.2, -0.3], [0.3, 0.2, 0.1], [-0.2, -0.5, -0.4], [0.6, 0.5, -0.3], [-0.2, 0.1, 0.6]],
  "lowdin_charge": [-0.507, -0.340, -0.197, -0.261, -0.196, -0.038, 0.089, 0.082, 0.100, 0.092, 0.104, 0.092, 0.102, 0.039, 0.033, -0.018, -0.033, -0.145],
  "total_charge": -1,
  "largest_force_ev_per_a": 2.39,
  "e_tot_ha": -347.56420,
  "orbital_gap_ev": 6.772,
  "relative_energy_kcal_mol": 53.6,
  "lumo_energy_ev": 3.8,
  "homo_ev": -3.01
}

=====

Entry 8:
{
  "formula": "C5H11O2",
  "method": "ωB97M-V/def2-TZVPD",
  "species": ["C", "O", "C", "C", "H", "H", "H", "H", "H", "H", "H", "C", "C", "O", "H", "H", "H", "H"],
  "positions_angstrom": [[0.00609, -0.13146, -0.76250], [-0.69728, 1.01441, -0.59280], [-0.14786, -0.78644, -2.13338], [-1.61461, -0.87722, -2.52449], [-0.26007, -0.84024, 0.04294], [1.06467, 0.08386, -0.53734], [0.34086, -1.76056, -2.14423], [0.40479, -0.14558, -2.82606], [-1.81297, -1.41572, -3.44988], [-2.01944, 0.12529, -2.66665], [-2.17544, -1.31399, -1.69569], [-0.00494, 1.01417, 2.51833], [1.19053, 0.76536, 3.02051], [2.29493, 0.61820, 2.22889], [-0.82279, 1.18666, 3.20259], [-0.15833, 1.19124, 1.45905], [1.32118, 0.63533, 4.08980], [3.09067, 0.63669, 2.77092]],
  "forces_ev_per_a": [[0.1, -0.5, -0.2], [0.0, 0.1, -0.1], [0.2, 0.5, -0.2], [-0.2, 0.4, 0.1], [-0.1, 0.1, 0.2], [0.1, 0.1, 0.1], [0.0, -0.1, 0.1], [-0.1, -0.1, -0.2], [0.2, -0.2, 0.1], [0.0, 0.0, 0.1], [-0.1, -0.2, -0.2], [0.0, 0.4, -0.1], [-0.2, -0.1, 0.1], [0.2, 0.0, 0.1], [-0.1, -0.2, 0.0], [0.0, -0.1, 0.2], [0.3, 0.0, 0.0], [-0.1, -0.1, -0.1]],
  "lowdin_charge": [-0.350, 0.016, -0.245, -0.114, 0.140, 0.138, 0.105, 0.106, 0.069, 0.069, 0.075, 0.011, -0.285, -0.017, 0.055, 0.028, 0.104, 0.094],
  "total_charge": 0,
  "largest_force_ev_per_a": 0.60,
  "spin_multiplicity": 2,
  "e_tot_ha": -347.47023,
  "orbital_gap_ev": [9.752, 7.661],
  "relative_energy_kcal_mol": 30.0,
  "s2": 0.75,
  "lumo_energy_ev": [0.8, -1.3],
  "homo_ev": [-8.98, -8.98]
}

=====

Entry 9:
{
  "formula": "C5H11O2",
  "method": "ωB97M-V/def2-TZVPD",
  "species": ["C", "C", "C", "C", "C", "O", "O", "H", "H", "H", "H", "H", "H", "H", "H", "H", "H", "H"],
  "positions_angstrom": [[1.28308, 0.28371, 0.36400], [-0.68936, 3.05499, -0.12844], [-0.66407, -3.07631, -0.56931], [-0.29158, 2.01617, 0.81343], [0.66489, -2.51392, -0.30690], [1.04772, 1.53028, 0.42287], [0.48632, -0.61218, 0.55164], [2.38590, 0.04120, -0.01807], [-1.48824, 3.72994, 0.45700], [0.24486, 3.64089, -0.45176], [-1.10244, 2.87978, -1.07122], [-0.68270, -3.68429, -1.55168], [-1.06081, -3.89686, 0.17846], [-1.37037, -2.17587, -0.70404], [-0.99381, 1.17323, 0.72993], [-0.14669, 2.32399, 1.84914], [1.11239, -1.81502, -0.97679], [1.26491, -2.89973, 0.41175]],
  "forces_ev_per_a": [[3.4, -0.6, -1.7], [0.4, 4.7, 1.4], [-1.5, -1.0, 0.3], [-0.3, -1.9, 0.1], [-2.2, 1.7, -1.6], [0.1, 0.4, 0.2], [-1.6, -1.8, 0.5], [-2.1, 0.7, 0.9], [2.0, -1.1, -1.4], [-1.4, -0.2, 1.1], [-1.0, -1.5, -1.2], [0.4, 1.3, 1.0], [0.9, 2.2, -1.0], [0.7, -1.5, 0.1], [0.4, 0.1, 0.5], [-0.3, 0.2, -0.2], [0.3, -0.5, -0.9], [1.9, -1.1, 2.2]],
  "lowdin_charge": [-0.319, -0.077, -0.069, -0.185, 0.182, 0.042, 0.035, 0.211, 0.149, 0.119, 0.052, 0.144, 0.138, 0.135, 0.127, 0.143, 0.094, 0.080],
  "total_charge": 1,
  "largest_force_ev_per_a": 4.89,
  "e_tot_ha": -347.21984,
  "orbital_gap_ev": 9.565,
  "relative_energy_kcal_mol": 50.1,
  "lumo_energy_ev": -5.7,
  "homo_ev": -15.26
}

=====

Entry 10:
{
  "formula": "C5H11O2S",
  "method": "ωB97M-V/def2-TZVPD",
  "species": ["O", "C", "O", "C", "H", "H", "H", "C", "C", "S", "C", "H", "H", "H", "H", "H", "H", "H", "H"],
  "positions_angstrom": [[0.59888, 0.34969, -2.35973], [1.53200, 0.94176, -1.77414], [1.90581, 0.81734, -0.58216], [2.31541, 1.96941, -2.61720], [1.84431, 2.95052, -2.53691], [3.33580, 2.05441, -2.24746], [2.30819, 1.68323, -3.67028], [0.04774, -1.78954, 0.01212], [-0.90288, -1.42350, 1.14016], [-1.36879, 0.32984, 1.08401], [-2.39113, 0.33769, 2.57670], [0.29664, -2.84966, 0.11008], [0.95184, -1.18407, 0.01625], [-0.40814, -1.61397, -0.96040], [-0.45392, -1.65205, 2.10973], [-1.83130, -1.99369, 1.05604], [-3.25765, -0.31415, 2.47274], [-1.79561, 0.02568, 3.43415], [-2.72718, 1.36105, 2.73628]],
  "forces_ev_per_a": [[-0.1, -0.1, 0.0], [0.0, 0.0, 0.1], [0.0, 0.0, -0.1], [0.1, 0.0, -0.1], [-0.1, 0.0, 0.1], [0.1, 0.0, 0.0], [0.0, 0.0, 0.0], [-0.1, -0.1, 0.0], [-0.1, 0.1, -0.2], [0.1, 0.0, 0.1], [0.2, 0.0, -0.2], [0.1, 0.0, -0.1], [0.0, 0.1, 0.1], [0.0, 0.0, 0.0], [0.0, 0.1, 0.1], [0.0, -0.1, 0.1], [-0.1, 0.0, 0.0], [0.0, 0.0, 0.1], [0.0, 0.0, 0.0]],
  "lowdin_charge": [-0.099, -0.793, -0.113, -0.065, 0.052, 0.047, 0.048, -0.183, -0.573, 0.795, -0.462, 0.061, 0.045, 0.059, 0.065, 0.059, 0.020, 0.022, 0.015],
  "total_charge": -1,
  "largest_force_ev_per_a": 0.27,
  "e_tot_ha": -745.83088,
  "orbital_gap_ev": 7.234,
  "relative_energy_kcal_mol": 8.0,
  "lumo_energy_ev": 3.3,
  "homo_ev": -3.96
}